(1)
Density functional theory data (ωB97M-V with the def2-TZVPD basis set) for a structure of composition C55H42Co2N4O7P.

Element x y z (Å)
O (0.51731, 4.02786, -3.12170)
C (0.82234, 3.02775, -2.61663)
Co (1.41353, 1.70602, -1.66908)
C (0.83465, 2.82997, -0.42640)
O (0.51046, 3.73517, 0.23960)
C (0.58852, 0.59449, -2.75761)
O (0.10444, -0.13650, -3.51572)
C (3.10248, 1.24957, -2.26865)
C (3.12506, 2.22232, -1.21117)
C (3.58347, 3.44225, -0.79283)
C (3.45061, 4.21451, 0.41156)
C (3.74402, 5.59634, 0.26883)
C (3.57012, 6.48368, 1.31957)
C (2.97963, 6.05480, 2.52231)
C (2.67978, 4.69516, 2.66487)
C (3.09800, 3.77441, 1.70146)
Co (4.03912, 0.57555, -0.81407)
C (3.92289, 0.44984, 0.93910)
O (3.89176, 0.35140, 2.10068)
C (5.74820, 0.73039, -1.21159)
O (6.88243, 0.70622, -1.46722)
P (3.80064, -1.37355, -1.53965)
C (2.15145, -2.08890, -1.16212)
C (1.77828, -3.29562, -1.76825)
C (0.52086, -3.84290, -1.50266)
C (-0.32117, -3.24384, -0.56431)
C (0.06085, -2.05257, 0.05021)
C (1.30577, -1.48468, -0.21977)
C (4.00882, -1.44995, -3.35977)
C (2.95650, -1.75643, -4.22606)
C (3.16221, -1.73785, -5.60617)
C (4.41079, -1.38614, -6.12722)
C (5.45346, -1.01770, -5.27048)
C (5.25833, -1.08475, -3.88988)
C (4.91912, -2.71190, -0.99995)
C (5.55595, -3.57740, -1.90003)
C (6.31278, -4.65235, -1.42921)
C (6.42244, -4.88002, -0.05616)
C (5.80962, -4.00701, 0.85153)
C (5.06865, -2.91628, 0.38305)
H (3.51931, 1.31673, -3.27209)
H (4.22077, 3.93464, -1.54667)
H (4.07199, 5.94415, -0.71686)
H (3.88811, 7.51800, 1.19183)
H (2.82551, 6.74517, 3.35652)
H (2.13436, 4.32979, 3.53833)
H (3.11668, 2.72134, 1.96130)
H (2.46382, -3.78904, -2.46271)
H (0.20711, -4.74220, -2.02693)
H (-1.27313, -3.70452, -0.30100)
H (-0.59793, -1.54654, 0.75312)
H (1.60391, -0.56241, 0.29935)
H (1.98350, -2.02752, -3.83382)
H (2.32874, -1.99049, -6.26196)
H (4.57733, -1.38460, -7.20538)
H (6.41901, -0.68005, -5.65841)
H (6.09863, -0.87252, -3.22683)
H (5.46516, -3.42296, -2.97223)
H (6.81549, -5.30575, -2.14208)
H (6.99396, -5.73187, 0.31136)
H (5.90868, -4.16827, 1.92818)
H (4.60018, -2.22453, 1.09168)
O (-1.27964, 2.13225, 4.37828)
C (-2.49871, 2.00045, 4.45264)
C (-3.22647, 2.05293, 5.77780)
C (-3.80299, 3.25184, 6.20362)
C (-4.49199, 3.29467, 7.41949)
C (-4.59603, 2.14385, 8.20510)
C (-3.95420, 0.96715, 7.81045)
C (-3.27026, 0.91599, 6.59166)
N (-3.31662, 1.76534, 3.34192)
C (-4.68776, 1.42414, 3.66285)
C (-5.56855, 1.10785, 2.47127)
N (-4.83823, 0.31652, 1.52976)
C (-5.67569, -0.44287, 0.66362)
C (-4.84612, -1.36366, -0.19001)
N (-3.76286, -0.66150, -0.85700)
C (-3.53038, -0.93660, -2.22448)
O (-2.75781, -0.28506, -2.90979)
C (-4.34197, -2.08972, -2.81419)
C (-5.32279, -1.82618, -3.78083)
C (-6.07222, -2.87476, -4.31973)
C (-5.82114, -4.19188, -3.92595)
C (-4.80511, -4.46393, -3.00270)
C (-4.06723, -3.41365, -2.44462)
C (-3.03190, 0.28573, -0.08484)
C (-1.71383, 0.69573, -0.37980)
N (-0.95961, 1.43833, 0.45341)
C (-1.50784, 1.86229, 1.61984)
C (-2.78988, 1.47111, 2.05017)
C (-3.58956, 0.72715, 1.14075)
H (-3.72516, 4.12975, 5.55957)
H (-4.97015, 4.22409, 7.73323)
H (-5.14059, 2.18043, 9.14807)
H (-4.00981, 0.07911, 8.44177)
H (-2.78998, -0.00240, 6.24915)
H (-4.75059, 0.53879, 4.32896)
H (-5.17516, 2.24066, 4.21931)
H (-6.44216, 0.51973, 2.79671)
H (-5.94270, 2.03575, 1.99957)
H (-6.34982, -1.03468, 1.29884)
H (-6.29838, 0.22323, 0.04423)
H (-4.45981, -2.18098, 0.44083)
H (-5.51845, -1.81679, -0.92190)
H (-5.50530, -0.79307, -4.07569)
H (-6.87541, -2.65902, -5.02461)
H (-6.40706, -5.01033, -4.34489)
H (-4.60749, -5.48857, -2.68195)
H (-3.29549, -3.59503, -1.69262)
H (-1.29121, 0.41639, -1.34301)
H (-0.93325, 2.56150, 2.22255)

Computed properties:
Lowest unoccupied orbital energy = 1.7 eV
Energy relative to the best compared isomer or geometry (same formula, charge and spin) = 0.0000 eV
HOMO = -2.46 eV
Net charge = -1

=====

(2)
Density functional theory data (ωB97M-V with the def2-TZVPD basis set) for the molecule C5H10O2.

Element x y z (Å)
C (2.43198, -0.06777, 0.11455)
O (1.49705, -1.09063, -0.12025)
C (0.22060, -0.87802, 0.43434)
C (-0.67221, 0.10195, -0.38874)
C (-2.11179, -0.36775, -0.62532)
C (-0.65153, 1.43518, 0.32397)
O (-1.57365, 1.88004, 0.96331)
H (2.14012, 0.89028, -0.34039)
H (3.37345, -0.38459, -0.34049)
H (2.59798, 0.09717, 1.18964)
H (0.31397, -0.52664, 1.47735)
H (-0.25585, -1.86229, 0.46900)
H (-0.16114, 0.21602, -1.35324)
H (-2.74126, 0.48760, -0.89018)
H (-2.16214, -1.09002, -1.44644)
H (-2.56026, -0.82386, 0.26338)
H (0.31468, 1.98332, 0.26952)

Computed properties:
Lowest unoccupied orbital energy = 0.9 eV
Energy relative to the best compared isomer or geometry (same formula, charge and spin) = 1.9770 eV
HOMO = -9.84 eV
Net charge = 0

=====

(3)
Density functional theory data (ωB97M-V with the def2-TZVPD basis set) for the molecule C3H5NS2.

Element x y z (Å)
C (0.97680, -1.39461, -0.82446)
C (-0.29021, -0.89482, -0.28971)
C (-0.02344, -0.54309, 1.09834)
H (1.11525, -2.01483, -1.92141)
H (1.43831, -0.29702, -0.70871)
H (1.53341, -2.05008, 0.15257)
H (-0.05265, -1.42485, 1.79066)
H (1.89510, 2.03788, 1.35310)
N (0.56875, 0.56687, 1.45867)
S (-1.67236, -0.75349, -1.03196)
S (0.80427, 1.80198, 0.35809)

Computed properties:
Lowest unoccupied orbital energy = -0.3 eV
Energy relative to the best compared isomer or geometry (same formula, charge and spin) = 4.0507 eV
HOMO = -8.73 eV
Net charge = 0

=====

(4)
Density functional theory data (ωB97M-V with the def2-TZVPD basis set) for a cluster of 9 separate species, C16H35BCl16IN2O in total.

Element x y z (Å)
N (0.68325, 2.73146, 1.90315)
B (-0.72780, 3.10690, 2.25771)
O (-0.97604, 4.51849, 2.13139)
N (-1.71002, 2.20341, 2.76842)
I (-2.54181, 1.34526, 1.12066)
H (0.71746, 2.38937, 0.94254)
H (1.28110, 3.55633, 1.92622)
H (-1.78529, 4.62923, 1.61097)
Cl (-0.73472, -3.53555, -0.47094)
C (-2.50609, -3.54402, -0.67681)
C (-2.94169, -2.73505, -1.87714)
Cl (-2.67641, -0.99508, -1.63161)
H (-2.94585, -3.15455, 0.23934)
H (-2.80341, -4.58390, -0.80948)
H (-4.00984, -2.87887, -2.03979)
H (-2.40045, -3.03862, -2.77182)
Cl (2.93301, 3.52157, -1.78654)
C (4.35964, 2.56702, -1.30624)
C (4.54296, 2.52671, 0.19100)
Cl (5.01884, 4.11836, 0.84956)
H (5.22619, 3.00508, -1.79858)
H (4.22706, 1.55723, -1.68986)
H (5.34694, 1.83400, 0.43602)
H (3.63133, 2.21805, 0.69912)
Cl (-0.54540, -0.57826, -5.11405)
C (-0.33846, 1.18353, -4.92263)
C (0.85757, 1.69857, -5.68290)
Cl (2.38077, 1.11643, -4.95585)
H (-0.25119, 1.39040, -3.85784)
H (-1.24551, 1.65017, -5.30549)
H (0.88352, 2.78673, -5.64652)
H (0.83688, 1.37710, -6.72214)
Cl (-0.58550, -0.81771, 7.16575)
C (-1.54082, 0.13422, 5.97126)
C (-1.08507, 1.55747, 5.83939)
Cl (-1.40927, 2.52283, 7.31814)
H (-2.58120, 0.07223, 6.28204)
H (-1.42067, -0.35451, 5.00560)
H (-1.63452, 1.99438, 4.99895)
H (-0.01962, 1.62260, 5.63192)
Cl (5.39278, 0.09847, -3.58740)
C (5.75595, -0.13505, -5.31690)
C (6.86423, -1.13352, -5.53857)
Cl (8.44643, -0.53090, -4.97208)
H (6.00436, 0.83904, -5.73326)
H (4.83933, -0.49542, -5.78302)
H (6.96333, -1.33141, -6.60508)
H (6.66402, -2.06682, -5.01666)
Cl (-2.65729, -6.59795, 8.20032)
C (-2.10773, -4.93303, 7.83303)
C (-2.51773, -3.94598, 8.89466)
Cl (-4.29037, -3.71100, 8.92887)
H (-2.53154, -4.65680, 6.87145)
H (-1.02242, -4.96490, 7.75346)
H (-2.07165, -2.97750, 8.66856)
H (-2.21140, -4.26329, 9.88911)
Cl (-3.39628, -4.00650, 4.43028)
C (-5.06259, -4.59148, 4.66731)
C (-5.12058, -6.08787, 4.85669)
Cl (-4.69398, -6.97685, 3.36786)
H (-5.64867, -4.27037, 3.80880)
H (-5.44397, -4.10531, 5.56541)
H (-6.13616, -6.37969, 5.12109)
H (-4.43906, -6.41318, 5.64105)
Cl (-0.04846, 3.72055, -8.30260)
C (0.17031, 5.47516, -8.06284)
C (1.37132, 6.00093, -8.81155)
Cl (2.90144, 5.38149, -8.13986)
H (0.26572, 5.65045, -6.99315)
H (-0.73268, 5.96374, -8.42639)
H (1.40026, 7.08682, -8.73040)
H (1.33464, 5.71930, -9.86191)

Computed properties:
Lowest unoccupied orbital energy = 1.8 eV
HOMO = -3.07 eV
Net charge = -1

=====

(5)
Density functional theory data (ωB97M-V with the def2-TZVPD basis set) for a cluster of 2 separate species, C3H3ClF2 in total.

Element x y z (Å)
C (0.97466, 1.05534, -0.30265)
C (1.33050, -0.12733, -0.52063)
C (-2.36210, -0.35608, -0.24126)
F (-1.47662, -1.37386, -0.09948)
F (-3.06114, -0.30318, 0.93321)
Cl (2.36963, -1.06156, 0.55169)
H (0.81400, 1.83514, 0.46938)
H (0.96405, -0.68338, -1.31289)
H (-1.94522, 0.53930, -0.74487)

Computed properties:
Lowest unoccupied orbital energy (spin up / spin down) = -0.1 / -1.1 eV
Energy relative to the best compared isomer or geometry (same formula, charge and spin) = 5.0934 eV
HOMO (spin up / spin down) = -9.54 / -9.32 eV
Net charge = 0

=====

(6)
Density functional theory data (ωB97M-V with the def2-TZVPD basis set) for a structure of composition C25H63FN3O18P5S.

Element x y z (Å)
C (3.59144, 1.96456, 0.80651)
P (3.35523, 1.79573, -1.02377)
O (4.85164, 1.29478, -1.57744)
N (3.10360, 3.38589, -1.78169)
S (2.18620, 2.99708, -3.20663)
C (2.43322, 4.36619, -0.89898)
C (3.46786, 5.08260, 0.01052)
C (4.09687, 6.33549, -0.59483)
O (4.71734, 5.95060, -1.82693)
C (5.19322, 6.95453, 0.32597)
N (6.51523, 7.01601, -0.31809)
C (1.44588, 5.32626, -1.57921)
F (1.95444, 6.05245, -2.59594)
O (1.03372, 6.29898, -0.59646)
C (0.03473, 5.80814, 0.24545)
O (0.57432, 5.82393, 1.57652)
N (0.70011, 7.16578, 2.01305)
O (1.81192, 7.47086, 2.13974)
P (-1.53561, 6.83242, 0.27173)
O (-2.43678, 6.21563, 1.27565)
H (2.90182, 2.66752, 1.28440)
H (4.61465, 2.21979, 1.12307)
H (3.35453, 0.98420, 1.23324)
H (5.46904, 1.40044, -0.83887)
H (0.89446, 2.82839, -2.80252)
H (1.81255, 3.77677, -0.19097)
H (3.00969, 5.32236, 0.97424)
H (4.30027, 4.41212, 0.25430)
H (3.36437, 7.09889, -0.86966)
H (4.36619, 6.48747, -2.54080)
H (4.91371, 7.93337, 0.72411)
H (5.28001, 6.29112, 1.20905)
H (6.80031, 6.05128, -0.44776)
H (7.17670, 7.40203, 0.34769)
H (0.51864, 4.85217, -1.91146)
H (-0.25062, 4.76700, 0.07277)
H (-1.32964, 8.16838, 0.67875)
H (-2.20193, 6.83714, -0.97701)
O (-6.82732, 4.86228, -1.80749)
P (-5.77948, 4.67455, -2.85956)
O (-6.07341, 3.12889, -3.34841)
C (-7.39927, 2.65793, -3.55280)
C (-7.90790, 2.97963, -4.94530)
O (-4.45687, 4.44368, -1.92342)
C (-4.45265, 4.83544, -0.54066)
C (-4.81577, 3.67453, 0.35778)
O (-4.75980, 5.04763, -4.09104)
C (-4.59953, 4.35353, -5.32115)
C (-5.36580, 5.03668, -6.44065)
H (-8.08649, 3.04830, -2.80094)
H (-7.36620, 1.57484, -3.42089)
H (-7.97785, 4.06091, -5.08897)
H (-8.89822, 2.55010, -5.10166)
H (-7.23583, 2.58373, -5.70832)
H (-5.10998, 5.68866, -0.38081)
H (-3.44174, 5.15249, -0.29275)
H (-5.71111, 3.14927, 0.02389)
H (-4.97963, 4.01531, 1.38056)
H (-4.00765, 2.94338, 0.36593)
H (-4.84669, 3.29710, -5.25364)
H (-3.53177, 4.39573, -5.54915)
H (-6.39898, 5.23047, -6.15154)
H (-5.35657, 4.42655, -7.34493)
H (-4.91692, 6.00318, -6.67418)
O (0.94429, -0.33863, 1.75718)
P (0.19165, -0.75170, 2.98498)
O (-0.70981, -2.00629, 2.42045)
C (-0.15244, -2.98555, 1.55099)
C (0.54303, -4.09438, 2.31668)
O (-0.94569, 0.42775, 3.04476)
C (-0.77430, 1.64101, 2.31411)
C (-1.46468, 1.56342, 0.96454)
O (-0.10666, -1.02593, 4.57132)
C (-0.62078, -2.21331, 5.16161)
C (0.49248, -3.05482, 5.76095)
H (0.53168, -2.54082, 0.82681)
H (-0.98558, -3.40493, 0.98349)
H (1.40044, -3.70061, 2.86917)
H (0.90132, -4.86611, 1.63586)
H (-0.13413, -4.55738, 3.03617)
H (0.28378, 1.88074, 2.20648)
H (-1.22168, 2.44195, 2.90583)
H (-1.21973, 0.64656, 0.42880)
H (-1.18426, 2.41595, 0.34061)
H (-2.54623, 1.57453, 1.09652)
H (-1.24220, -2.79487, 4.48551)
H (-1.28321, -1.88213, 5.96458)
H (1.30100, -3.20831, 5.04578)
H (0.11326, -4.02507, 6.08438)
H (0.92706, -2.55049, 6.62529)
O (1.05222, -8.80134, 1.98774)
P (1.34821, -9.89288, 1.00622)
O (2.91647, -9.57321, 0.61832)
C (3.86709, -9.21707, 1.61422)
C (4.48963, -10.43658, 2.26701)
O (0.58967, -9.30770, -0.32325)
C (-0.40061, -8.28546, -0.20689)
C (0.21416, -6.91349, -0.40415)
O (1.29791, -11.37062, 0.30245)
C (2.39885, -12.17807, -0.09466)
C (2.68992, -13.25462, 0.93652)
H (3.43196, -8.56450, 2.37250)
H (4.64409, -8.64141, 1.10781)
H (3.73322, -11.01254, 2.80624)
H (5.26272, -10.14009, 2.97695)
H (4.94008, -11.09255, 1.52056)
H (-0.91739, -8.35354, 0.74922)
H (-1.14615, -8.46800, -0.98296)
H (1.11419, -6.77580, 0.19468)
H (-0.50208, -6.13293, -0.13993)
H (0.50569, -6.77582, -1.44693)
H (3.28919, -11.60255, -0.33482)
H (2.09352, -12.65752, -1.02746)
H (2.76581, -12.83218, 1.93880)
H (3.61691, -13.77816, 0.69869)
H (1.88016, -13.98506, 0.96259)

Computed properties:
Lowest unoccupied orbital energy = -0.7 eV
HOMO = -8.14 eV
Net charge = 0